[1]
111
Properties=species:S:1:pos:R:3:forces:R:3:lowdin_spin:R:1 method="wB97M-V/def2-TZVPD" homo_lumo_gap_ev="5.19 / 5.26" spin_multiplicity=2 s_squared=0.7616 total_charge=+3 e_above_lowest_kj_mol=36.7
Ti 0.114 0.104 -0.012 0.25 -0.38 0.34 1.008
C -1.275 0.867 3.344 -0.03 0.03 0.01 0.003
C -0.107 0.347 2.560 -0.05 0.14 -0.11 0.009
C 0.118 -1.025 2.412 -0.23 0.10 -0.04 -0.002
C 1.366 -1.517 2.004 -0.10 -0.06 -0.03 -0.003
C 1.713 -2.943 2.294 -0.02 0.02 0.02 -0.001
C 2.323 -0.606 1.548 0.04 0.01 -0.05 -0.006
C 2.131 0.778 1.639 -0.28 0.11 -0.02 0.001
C 3.254 1.732 1.367 0.02 -0.03 -0.07 0.001
C 0.885 1.233 2.104 -0.11 0.18 0.06 0.000
H -1.802 1.675 2.839 0.06 -0.05 0.04 0.001
H -0.883 1.279 4.277 -0.03 -0.01 0.01 0.001
H -1.972 0.075 3.608 0.01 0.01 -0.01 0.000
H -0.634 -1.727 2.759 0.05 0.02 0.04 0.000
H 0.926 -3.634 1.996 0.00 -0.02 -0.02 0.000
H 1.809 -3.020 3.380 0.00 -0.04 0.03 0.000
H 2.667 -3.244 1.870 0.02 0.02 0.02 0.000
H 3.291 -0.982 1.236 0.02 0.00 -0.01 0.000
H 4.210 1.235 1.515 0.05 -0.01 -0.01 0.000
H 3.196 2.581 2.044 0.01 -0.01 0.02 0.000
H 3.220 2.129 0.351 0.01 0.01 0.01 0.000
H 0.722 2.298 2.244 0.08 -0.09 0.02 0.000
C -3.623 -0.589 1.164 -0.10 -0.02 0.05 0.002
P -2.289 -0.981 -0.012 0.07 -0.01 0.15 0.005
C -3.203 -0.872 -1.588 -0.04 0.01 -0.07 -0.001
C -1.971 -2.756 0.297 0.03 -0.04 -0.06 0.003
C -2.925 -3.561 0.916 0.03 0.02 -0.01 0.000
C -2.683 -4.910 1.128 0.00 -0.02 0.01 0.000
C -1.491 -5.481 0.713 0.05 0.05 -0.04 0.000
C -0.537 -4.697 0.081 -0.01 0.05 -0.02 0.000
C -0.763 -3.338 -0.119 -0.02 -0.12 -0.01 0.002
P 0.398 -2.306 -1.036 0.05 0.38 -0.01 -0.006
C 2.059 -3.047 -1.028 -0.01 -0.18 -0.01 -0.001
C -0.109 -2.598 -2.747 -0.06 -0.10 -0.11 -0.002
H -4.515 -1.148 0.874 0.03 0.00 0.01 0.000
H -3.887 0.465 1.113 0.05 0.00 0.02 0.000
H -3.366 -0.855 2.188 0.03 0.04 -0.06 0.000
H -3.776 -1.789 -1.742 0.00 0.06 0.01 0.000
H -2.552 -0.697 -2.441 -0.03 -0.04 0.04 0.000
H -3.902 -0.035 -1.520 0.04 -0.01 -0.01 0.000
H -3.867 -3.152 1.245 -0.08 0.03 0.03 0.000
H -3.431 -5.517 1.615 -0.06 -0.04 0.04 0.000
H -1.303 -6.532 0.872 0.00 -0.10 0.02 0.000
H 0.385 -5.153 -0.256 0.05 -0.02 -0.01 0.000
H 2.098 -3.838 -1.778 0.02 0.00 0.03 0.000
H 2.333 -3.473 -0.068 -0.04 0.06 -0.05 0.000
H 2.789 -2.285 -1.305 0.00 0.01 -0.03 0.000
H 0.008 -3.661 -2.973 0.02 0.05 0.02 0.000
H 0.489 -2.018 -3.451 -0.02 0.01 0.04 0.000
H -1.163 -2.348 -2.850 0.09 -0.06 0.04 0.000
C -0.651 7.462 -4.808 0.10 0.02 -0.11 0.000
S -1.872 6.782 -3.680 -0.05 0.00 0.07 0.000
C -1.433 5.033 -3.727 0.00 -0.18 0.02 0.000
C -2.414 4.290 -2.828 -0.07 0.03 0.04 0.000
C -2.122 2.808 -2.626 0.12 0.15 -0.08 0.000
N -0.684 2.523 -2.275 -0.20 -0.20 0.13 -0.002
P -0.126 0.932 -2.662 -0.15 -0.44 0.23 -0.017
C -0.772 0.709 -4.347 0.04 0.42 -0.12 -0.004
C -1.412 -0.404 -4.876 -0.05 -0.18 0.10 0.000
C -1.853 -0.404 -6.192 0.01 0.01 -0.01 0.000
C -1.674 0.711 -6.992 -0.04 -0.05 -0.03 0.000
C -1.059 1.841 -6.472 0.07 0.04 0.11 0.000
C -0.615 1.846 -5.162 0.00 -0.18 -0.10 -0.001
C 1.674 0.933 -2.885 0.13 0.09 -0.25 0.001
C 2.360 1.222 -4.071 -0.03 -0.01 0.18 0.000
C 3.745 1.167 -4.114 -0.13 0.03 -0.07 0.002
C 4.474 0.814 -2.990 0.06 -0.07 0.20 0.000
C 3.816 0.490 -1.809 -0.04 0.07 -0.29 0.001
C 2.432 0.546 -1.786 0.03 -0.13 0.45 0.003
P -0.243 2.710 -0.623 0.31 -0.15 0.11 -0.002
C 1.218 3.771 -0.623 -0.03 0.19 -0.13 -0.001
C 1.917 4.020 -1.804 0.02 -0.03 0.04 -0.001
C 3.030 4.847 -1.799 -0.02 -0.01 0.01 0.000
C 3.446 5.448 -0.621 -0.02 -0.02 -0.01 -0.001
C 2.733 5.236 0.553 0.05 0.02 -0.04 0.000
C 1.628 4.406 0.553 -0.03 -0.02 0.06 -0.001
C -1.475 3.670 0.257 -0.04 0.25 -0.01 0.002
C -2.529 3.008 0.874 -0.14 -0.19 -0.03 0.004
C -3.537 3.707 1.516 0.05 0.03 -0.03 0.000
C -3.487 5.095 1.548 -0.01 -0.03 0.02 0.000
C -2.442 5.772 0.932 0.02 -0.06 -0.02 0.000
C -1.438 5.070 0.286 -0.02 -0.05 0.07 0.000
H -0.829 8.534 -4.863 -0.03 0.00 0.04 0.000
H -0.765 7.050 -5.809 -0.02 -0.03 0.00 0.000
H 0.364 7.300 -4.449 0.00 -0.02 0.03 0.000
H -0.412 4.891 -3.365 0.05 0.07 0.03 0.000
H -1.478 4.646 -4.747 -0.08 0.10 -0.07 0.000
H -3.421 4.358 -3.245 -0.03 -0.01 -0.06 0.000
H -2.465 4.799 -1.867 0.01 -0.02 -0.02 0.000
H -2.334 2.259 -3.540 -0.04 0.10 0.07 0.000
H -2.779 2.400 -1.847 0.00 0.06 -0.04 0.000
H -1.587 -1.293 -4.288 0.01 0.16 -0.11 0.000
H -2.345 -1.282 -6.586 -0.02 -0.03 -0.03 0.000
H -2.022 0.709 -8.015 -0.02 -0.02 -0.04 0.000
H -0.932 2.723 -7.085 0.01 0.02 -0.01 0.000
H -0.177 2.750 -4.760 0.08 0.00 0.03 0.000
H 1.820 1.474 -4.967 -0.09 0.05 -0.10 0.000
H 4.259 1.392 -5.037 0.01 0.01 -0.04 0.000
H 5.553 0.771 -3.038 0.04 0.00 0.02 0.000
H 4.380 0.191 -0.938 0.02 -0.02 0.07 0.000
H 1.982 0.225 -0.825 0.26 0.18 -0.47 0.004
H 1.580 3.595 -2.737 -0.02 -0.05 -0.02 0.000
H 3.557 5.038 -2.724 0.03 0.01 -0.02 0.000
H 4.306 6.100 -0.619 0.06 0.05 0.00 0.000
H 3.033 5.736 1.462 0.01 0.03 0.07 0.000
H 1.068 4.295 1.473 -0.06 -0.02 0.00 0.000
H -2.554 1.924 0.833 0.00 0.05 0.00 0.004
H -4.354 3.181 1.991 -0.04 -0.01 0.02 0.000
H -4.266 5.653 2.048 -0.03 0.00 0.02 0.000
H -2.420 6.852 0.943 0.02 0.04 0.00 0.000
H -0.650 5.617 -0.212 0.06 0.00 -0.03 0.000

---

[2]
117
Properties=species:S:1:pos:R:3:forces:R:3:mulliken_charge:R:1 method="wB97M-V/def2-TZVPD" homo_lumo_gap_ev=8.09 spin_multiplicity=1 total_charge=0 e_above_lowest_kj_mol=33.5
Ti -1.395 2.065 -0.473 -0.07 0.11 -0.08 -0.339
C -1.528 4.632 1.762 0.05 0.01 0.01 -1.180
N -0.510 3.752 1.119 -0.05 0.01 0.05 0.973
C 0.340 4.601 0.258 -0.01 0.01 -0.03 -1.171
C -0.413 5.104 -0.959 -0.04 -0.01 0.00 -1.842
N -1.093 4.024 -1.744 0.12 -0.04 -0.04 1.877
C -2.404 4.544 -2.196 0.00 -0.05 -0.03 -1.607
C -0.238 3.626 -2.869 0.00 0.01 0.07 -0.593
C -0.344 4.252 -4.104 0.01 -0.03 -0.04 -0.732
C 0.491 3.896 -5.152 0.00 0.00 0.00 -0.932
C 1.447 2.911 -4.963 -0.01 -0.01 0.03 -0.848
C 1.555 2.286 -3.731 0.01 0.02 -0.04 -0.658
C 0.720 2.629 -2.668 -0.03 -0.02 0.04 0.665
S 0.883 1.741 -1.144 -0.07 0.00 0.03 -0.164
C 0.241 3.006 2.123 -0.01 0.00 -0.04 0.321
C 1.628 3.121 2.191 -0.01 -0.01 0.02 -0.515
C 2.372 2.454 3.152 0.00 0.00 0.01 -0.700
C 1.749 1.651 4.086 0.00 0.01 -0.01 -0.694
C 0.376 1.506 4.020 -0.01 0.00 0.00 -0.226
C -0.392 2.160 3.059 0.03 0.01 -0.03 0.175
S -2.143 1.902 3.187 -0.01 -0.01 0.01 -0.410
H -1.784 5.440 1.084 -0.02 -0.01 0.00 0.419
H -1.117 5.063 2.678 0.01 0.01 0.00 0.254
H -2.432 4.087 1.989 0.00 -0.02 0.01 0.264
H 1.184 4.019 -0.090 0.00 -0.02 0.00 0.604
H 0.715 5.466 0.821 0.01 0.00 -0.01 0.510
H 0.297 5.622 -1.608 -0.01 0.03 0.00 0.382
H -1.173 5.833 -0.683 -0.02 -0.03 0.01 0.562
H -2.297 5.512 -2.691 -0.01 0.01 0.00 0.545
H -3.050 4.651 -1.330 0.00 0.01 0.00 0.262
H -2.857 3.832 -2.881 0.01 0.02 0.00 0.420
H -1.090 5.016 -4.271 0.00 0.01 0.01 0.432
H 0.386 4.386 -6.111 0.00 0.00 0.00 0.407
H 2.101 2.619 -5.774 0.00 0.00 0.00 0.453
H 2.285 1.502 -3.579 0.02 -0.02 0.01 0.397
H 2.165 3.747 1.498 0.00 0.01 0.00 0.437
H 3.447 2.580 3.163 0.00 0.00 0.00 0.401
H 2.318 1.140 4.852 0.00 -0.01 0.00 0.424
H -0.141 0.873 4.730 0.00 0.00 0.00 0.443
Cl -7.556 -0.373 2.240 0.00 0.00 0.00 -0.240
C -6.240 0.562 1.595 -0.01 -0.01 0.00 0.019
C -6.508 1.636 0.769 0.01 0.01 -0.01 -0.545
C -5.451 2.367 0.251 -0.03 -0.02 0.00 0.892
Cl -5.793 3.727 -0.772 0.01 0.00 0.00 -0.226
C -4.122 2.045 0.531 0.04 0.03 0.01 -1.451
O -3.121 2.750 -0.001 -0.01 -0.01 0.05 0.502
C -3.887 0.962 1.395 -0.02 0.00 0.00 0.210
C -2.475 0.680 1.823 0.07 -0.02 0.02 1.327
O -1.565 0.829 0.798 0.05 0.00 0.00 -0.654
C -4.936 0.225 1.916 0.00 0.01 0.00 -1.138
H -7.525 1.906 0.524 0.00 0.00 0.00 0.477
H -2.380 -0.322 2.246 0.00 -0.02 -0.02 0.581
H -4.738 -0.608 2.578 0.00 0.00 0.00 0.495
Br -4.036 -1.359 -5.763 0.00 0.00 0.00 -0.221
C -3.291 -0.385 -4.314 0.02 0.00 0.01 -0.399
C -1.992 -0.645 -3.914 0.00 0.01 -0.01 -0.458
C -1.456 0.072 -2.854 0.00 0.02 0.01 -0.115
C -2.184 1.052 -2.165 0.05 0.01 -0.06 1.852
C -3.493 1.274 -2.608 -0.02 -0.01 0.02 -0.004
C -4.052 0.573 -3.671 -0.01 0.01 0.00 -1.116
H -1.404 -1.396 -4.425 0.00 0.00 0.00 0.510
H -0.436 -0.143 -2.563 0.02 0.00 0.01 -0.164
H -4.115 2.015 -2.123 0.00 0.00 0.01 0.262
H -5.068 0.770 -3.988 0.00 0.00 0.00 0.485
O 1.327 -0.670 0.987 0.03 -0.04 0.02 0.290
P 1.421 -2.159 1.060 -0.06 0.05 -0.04 -0.619
C -0.301 -2.828 1.030 0.03 -0.02 0.02 0.673
C -0.548 -4.323 1.263 -0.02 0.00 -0.02 -1.349
C -0.560 -5.134 -0.029 0.00 0.02 0.00 -0.439
C -1.629 -4.598 -0.980 0.00 0.00 0.01 -1.277
C -1.429 -3.118 -1.303 -0.02 0.00 -0.01 -0.308
C -1.236 -2.259 -0.053 -0.03 -0.01 -0.03 0.136
C 2.640 -2.833 -0.151 -0.01 -0.01 0.03 0.543
C 3.877 -1.890 -0.136 0.00 -0.02 0.02 -0.874
C 4.563 -1.851 -1.497 0.00 0.00 0.00 -1.404
C 3.633 -1.232 -2.548 -0.02 -0.01 -0.02 -1.060
C 2.169 -1.652 -2.319 -0.01 0.02 0.02 0.817
C 2.115 -2.987 -1.586 -0.01 0.01 0.01 -1.690
C 2.023 -2.722 2.704 0.01 -0.02 0.01 0.321
C 2.529 -4.184 2.815 0.00 0.01 -0.01 -1.406
C 4.048 -4.249 2.942 0.01 0.00 0.00 -0.685
C 4.532 -3.533 4.210 0.01 0.00 0.00 -0.827
C 3.684 -2.287 4.522 -0.01 0.00 0.00 -0.913
C 3.061 -1.726 3.249 0.02 0.01 0.00 0.611
H -0.594 -2.310 1.954 -0.01 -0.01 0.01 0.102
H -1.538 -4.421 1.725 0.00 0.01 0.00 0.574
H 0.159 -4.737 1.982 -0.03 0.00 -0.01 0.305
H -0.755 -6.184 0.199 0.00 0.00 0.00 0.429
H 0.425 -5.100 -0.505 0.02 0.01 -0.01 0.149
H -2.607 -4.731 -0.502 0.00 0.00 0.00 0.428
H -1.652 -5.183 -1.902 0.00 0.00 0.00 0.449
H -2.297 -2.738 -1.846 0.00 0.00 0.00 0.549
H -0.588 -2.995 -1.988 -0.05 0.00 0.01 0.099
H -2.220 -2.147 0.419 -0.01 -0.01 0.01 0.674
H -0.925 -1.249 -0.319 0.05 0.00 -0.01 -0.903
H 2.933 -3.821 0.213 0.00 -0.02 0.01 0.898
H 4.582 -2.208 0.633 0.00 0.00 -0.02 0.521
H 3.553 -0.878 0.124 0.00 0.01 -0.01 0.128
H 4.854 -2.863 -1.795 0.00 0.00 0.01 0.331
H 5.488 -1.275 -1.428 0.00 0.00 0.00 0.558
H 3.962 -1.529 -3.547 0.00 0.01 0.00 0.344
H 3.710 -0.144 -2.498 -0.01 0.03 0.00 0.238
H 1.633 -1.706 -3.270 0.00 -0.01 -0.01 0.829
H 1.663 -0.899 -1.708 0.00 -0.01 -0.03 -0.989
H 2.736 -3.720 -2.111 0.00 0.00 0.00 0.604
H 1.111 -3.397 -1.582 0.05 -0.01 0.01 0.251
H 1.136 -2.624 3.342 -0.01 0.02 -0.01 0.629
H 2.201 -4.790 1.968 0.04 0.01 -0.01 0.562
H 2.084 -4.649 3.700 0.00 0.00 0.00 0.546
H 4.502 -3.791 2.059 0.00 -0.01 0.01 -0.045
H 4.379 -5.290 2.947 0.00 0.00 0.00 0.576
H 5.579 -3.249 4.084 0.00 0.00 0.00 0.350
H 4.500 -4.223 5.056 0.00 0.00 0.00 0.327
H 4.293 -1.532 5.021 0.00 0.00 0.00 0.430
H 2.880 -2.546 5.219 0.00 0.00 0.00 0.381
H 3.845 -1.533 2.513 -0.01 -0.01 0.03 0.263
H 2.572 -0.768 3.416 -0.01 0.00 0.01 -1.020